Below is a molecular structure, C2H2INO3 in a non-equilibrium geometry, with properties calculated with ωB97M-V with the def2-TZVPD basis set.

```
9
Properties=species:S:1:pos:R:3:nbo_charge:R:1
C 1.3417 -0.0465 2.1535 0.453
C -1.3918 -0.3691 -0.6250 -0.294
N -0.1098 -0.2904 -0.7352 0.387
O 0.6543 -1.1801 -0.8898 -0.464
O 0.3874 0.5243 2.3363 -0.510
O 0.5071 0.8960 -0.6092 -0.559
I 2.4048 1.0110 -0.1729 0.549
H -1.9335 0.6461 -0.3883 0.216
H -1.8601 -1.1913 -1.0693 0.220
```

Output
LUMO energy: -1.13 eV
Relative energy (zero: lowest compared OMol25 entry of this formula, charge and spin): 6.177 eV
Orbital gap: 8.04 eV
Charge: 0


Below is a gas-phase ion, C4H8N2O2 (charge -1) in a non-equilibrium geometry, with properties calculated with ωB97M-V with the def2-TZVPD basis set.

```
16
Properties=species:S:1:pos:R:3:lowdin_spin:R:1
O -1.0738 0.8999 -1.0401 0.144
C -0.4649 0.3956 -0.0623 0.218
N 0.5376 1.0127 0.5945 0.011
C 1.0681 2.2526 0.2603 0.281
O 2.0522 2.7261 0.9315 0.248
C -0.8596 -1.0100 0.3563 0.037
N -0.3924 -1.9168 -0.6576 0.015
C -0.6324 -3.3252 -0.4702 0.005
H 0.9869 0.6177 1.3997 -0.001
H 0.7610 2.6888 -0.6696 0.029
H -0.4128 -1.2610 1.3339 0.002
H -1.9474 -0.9686 0.5198 0.010
H -0.7306 -1.5914 -1.5478 0.000
H -0.1416 -3.8490 -1.2742 0.001
H -1.6655 -3.6826 -0.3403 0.002
H -0.0651 -3.6776 0.4058 0.001
```

Output
LUMO energy (spin up / spin down): 3.63 / 3.60 eV
Multiplicity: 2
Relative energy (zero: lowest compared OMol25 entry of this formula, charge and spin): 0.597 eV
Orbital gap (spin up / spin down): 3.57 / 7.82 eV
Charge: -1


Below is a molecular structure, C57H52BCaN10O4S2 in a non-equilibrium geometry, with properties calculated with ωB97M-V with the def2-TZVPD basis set.

```
127
Properties=species:S:1:pos:R:3:lowdin_charge:R:1
Ca -0.3490 -0.3947 -0.5980 1.192
C -2.9957 3.4949 -0.4764 -0.095
C -2.6659 2.1516 -0.6365 -0.087
N -1.5285 1.8008 -1.2129 0.092
C -0.6985 2.7752 -1.5910 -0.214
C -1.0299 4.1068 -1.4014 -0.089
N -2.1881 4.4744 -0.8563 0.098
C 0.6074 2.3268 -2.1745 -0.178
C 1.5351 3.1972 -2.7291 0.051
C 2.7289 2.6877 -3.2240 -0.125
C 2.9252 1.3132 -3.1805 0.061
C 1.9376 0.5010 -2.6408 -0.167
N 0.8233 1.0161 -2.1291 0.089
C 2.0177 -0.9953 -2.6629 -0.186
C 3.0944 -1.6833 -3.2010 -0.071
N 3.1219 -3.0105 -3.2943 0.088
C 2.0524 -3.6548 -2.8497 -0.099
C 0.9689 -2.9831 -2.2956 -0.100
N 0.9600 -1.6653 -2.1955 0.027
C 3.7642 3.5927 -3.8015 -0.155
C 3.8389 4.9343 -3.4444 -0.014
C 4.8169 5.7376 -4.0083 -0.142
N 5.7145 5.3067 -4.8912 0.055
C 5.6423 4.0217 -5.2294 -0.143
C 4.7023 3.1394 -4.7218 -0.014
H -3.9383 3.7763 -0.0222 0.111
H -3.3026 1.3491 -0.2821 0.107
H -0.3470 4.9037 -1.6700 0.106
H 1.3122 4.2514 -2.7946 0.103
H 3.8443 0.8782 -3.5407 0.102
H 3.9708 -1.1618 -3.5649 0.106
H 2.0552 -4.7357 -2.9232 0.107
H 0.0975 -3.5038 -1.9099 0.092
H 3.1685 5.3619 -2.7122 0.109
H 4.8824 6.7831 -3.7286 0.104
H 6.3734 3.6735 -5.9504 0.104
H 4.7013 2.1173 -5.0733 0.108
C 0.7906 -2.3746 5.4986 0.020
C 0.8215 -0.9316 5.0256 -0.590
C 1.0914 0.0596 6.1396 0.015
O -0.4071 -0.5876 4.4240 -0.014
C -0.2814 -0.6720 3.0034 -0.140
C 1.2172 -0.3598 2.8001 -0.145
O 1.8140 -0.8103 4.0195 -0.020
C 1.9553 -1.0084 1.5981 -0.445
O 1.4076 -0.5539 0.4280 -0.340
C 3.4373 -0.5897 1.5691 -0.125
C 3.9561 0.4746 2.2954 -0.016
C 5.2673 0.9012 2.1016 -0.092
C 6.0827 0.2696 1.1769 -0.118
C 5.5745 -0.7985 0.4439 -0.094
C 4.2700 -1.2178 0.6420 -0.034
C 1.8573 -2.5407 1.7340 -0.129
C 2.7122 -3.2687 2.5601 -0.037
C 2.5835 -4.6443 2.6865 -0.091
C 1.5867 -5.3237 1.9959 -0.104
C 0.7193 -4.6104 1.1814 -0.080
C 0.8650 -3.2358 1.0529 -0.052
C -1.3628 0.2502 2.3554 -0.432
O -1.4292 -0.0258 1.0147 -0.407
C -2.7545 -0.0747 2.9251 -0.122
C -3.0672 -1.3372 3.4176 -0.018
C -4.3728 -1.6754 3.7452 -0.081
C -5.3998 -0.7581 3.5821 -0.110
C -5.1052 0.5017 3.0794 -0.091
C -3.7981 0.8323 2.7545 -0.042
C -0.9865 1.7228 2.6452 -0.125
C -0.2167 2.4298 1.7201 -0.038
C 0.1552 3.7457 1.9434 -0.085
C -0.2343 4.3915 3.1107 -0.106
C -0.9716 3.6940 4.0547 -0.086
C -1.3372 2.3717 3.8245 -0.032
H 0.0168 -2.5027 6.2569 0.087
H 1.7576 -2.6567 5.9182 0.089
H 0.5777 -3.0293 4.6526 0.086
H 0.3023 0.0042 6.8907 0.087
H 1.1113 1.0668 5.7226 0.088
H 2.0515 -0.1555 6.6101 0.085
H -0.4944 -1.6882 2.6534 0.144
H 1.3503 0.7193 2.7209 0.138
H 3.3470 0.9810 3.0316 0.108
H 5.6489 1.7326 2.6825 0.094
H 7.1040 0.5996 1.0302 0.089
H 6.1990 -1.3067 -0.2818 0.093
H 3.8755 -2.0431 0.0596 0.118
H 3.4852 -2.7485 3.1116 0.121
H 3.2614 -5.1889 3.3333 0.095
H 1.4833 -6.3971 2.1003 0.091
H -0.0890 -5.1057 0.6562 0.087
H 0.1582 -2.6989 0.4325 0.031
H -2.2905 -2.0789 3.5398 0.111
H -4.5879 -2.6701 4.1166 0.096
H -6.4199 -1.0257 3.8288 0.090
H -5.8966 1.2271 2.9303 0.093
H -3.5861 1.8152 2.3496 0.107
H 0.1407 1.8991 0.8485 0.094
H 0.7645 4.2656 1.2119 0.096
H 0.0433 5.4239 3.2860 0.091
H -1.2683 4.1799 4.9768 0.095
H -1.9045 1.8339 4.5735 0.121
C -1.9367 1.9914 -4.8697 -0.057
N -3.0101 1.4848 -4.0487 -0.136
C -4.1656 2.1737 -3.7418 -0.075
C -4.8966 1.3547 -2.9577 -0.094
N -4.2045 0.1762 -2.7799 -0.001
B -4.7802 -0.9351 -1.7915 -0.458
N -4.3150 -2.3395 -2.2439 -0.034
C -4.8071 -2.9387 -3.3826 -0.088
C -4.2014 -4.1303 -3.5378 -0.070
N -3.3297 -4.2629 -2.4725 -0.132
C -2.5004 -5.4157 -2.2220 -0.058
C -3.4002 -3.1574 -1.6760 -0.767
S -2.5032 -2.9138 -0.2522 0.635
C -3.0382 0.2517 -3.4529 -0.731
S -1.8026 -0.9131 -3.5871 0.622
H -1.6146 2.9667 -4.4994 0.081
H -2.2519 2.0870 -5.9103 0.088
H -1.1138 1.2810 -4.8086 0.036
H -4.3504 3.1716 -4.0978 0.112
H -5.8586 1.5023 -2.5004 0.113
H -4.4212 -0.6961 -0.6679 0.062
H -5.9894 -0.8731 -1.9245 0.070
H -5.5370 -2.4444 -3.9981 0.117
H -4.2968 -4.8854 -4.2971 0.107
H -3.0635 -6.3250 -2.4327 0.085
H -2.2039 -5.3947 -1.1751 0.039
H -1.6034 -5.3982 -2.8460 0.084
```

Output
LUMO energy: 1.07 eV
Relative energy (zero: lowest compared OMol25 entry of this formula, charge and spin): 1.004 eV
Orbital gap: 5.72 eV
Charge: -1


Below is C4H4N2S in the gas phase in a non-equilibrium geometry, with properties calculated with ωB97M-V with the def2-TZVPD basis set.

```
11
Properties=species:S:1:pos:R:3:nbo_charge:R:1
C 1.4260 1.0429 1.3322 -0.674
C 0.5584 0.7852 0.1505 0.272
C -0.4393 0.8595 -1.7339 0.298
C -0.3345 -0.4320 -0.0519 -0.057
H 2.0844 0.1647 1.4805 0.246
H 2.0173 1.9363 1.1173 0.244
H 0.8341 1.1306 2.2666 0.247
H -0.6571 1.2877 -2.7326 0.203
N 0.4866 1.5449 -0.8809 -0.467
N -0.9476 -0.2322 -1.2825 -0.494
S -0.5197 -1.7026 0.9270 0.183
```

Output
SMILES string: CC1=NC=NC1=S
LUMO energy: -2.06 eV
Relative energy (zero: lowest compared OMol25 entry of this formula, charge and spin): 1.255 eV
Orbital gap: 7.40 eV
Charge: 0


Below is a gas-phase ion, C4H4N (charge +1) in a non-equilibrium geometry, with properties calculated with ωB97M-V with the def2-TZVPD basis set.

```
9
Properties=species:S:1:pos:R:3:lowdin_spin:R:1
C -2.4510 -0.0696 0.0529 0.278
C 1.3720 -0.8167 -0.2192 0.817
C -0.1228 0.0553 -0.5214 0.514
C 1.2071 0.6097 0.1186 0.174
N -1.3144 -0.1972 -0.0675 0.097
H -3.4870 -0.0362 0.5560 0.009
H 1.8085 -1.7221 -0.4219 0.046
H 1.1790 0.9541 1.0544 0.020
H 1.8086 1.2227 -0.5518 0.046
```

Output
LUMO energy (spin up / spin down): -5.09 / -7.12 eV
Multiplicity: 3
Relative energy (zero: lowest compared OMol25 entry of this formula, charge and spin): 1.530 eV
Orbital gap (spin up / spin down): 8.57 / 7.86 eV
Charge: +1


Below is C6H8ClN in the gas phase in a non-equilibrium geometry, with properties calculated with ωB97M-V with the def2-TZVPD basis set.

```
16
Properties=species:S:1:pos:R:3:lowdin_spin:R:1
C 0.7839 -2.2043 0.0079 0.255
C 1.8268 -1.3127 0.2447 0.200
C -0.3550 -1.5027 -0.2056 0.450
C 1.4036 -0.0056 0.1789 0.551
C -1.3410 1.7428 0.4724 0.009
C -0.7929 0.9607 -0.7052 0.025
N -0.0938 -0.1790 -0.1727 0.266
Cl 2.1850 1.4626 0.3511 0.184
H 0.9860 -3.2210 -0.0048 0.008
H 2.8243 -1.5871 0.4310 0.009
H -1.3156 -1.8927 -0.6029 0.033
H -0.5529 1.5965 1.2451 0.001
H -2.1396 1.2647 1.0608 0.000
H -1.6716 2.7829 0.2422 0.001
H -0.0637 1.4216 -1.2548 0.006
H -1.6836 0.6734 -1.2880 0.003
```

Output
LUMO energy (spin up / spin down): 0.91 / -1.60 eV
Multiplicity: 3
Relative energy (zero: lowest compared OMol25 entry of this formula, charge and spin): 0.959 eV
Orbital gap (spin up / spin down): 5.09 / 7.26 eV
Charge: 0